[1]
The following is a DFT calculation (the ωB97M-V functional and the def2-TZVPD basis) of a molecular structure, C24H45DyOPS3 in a non-equilibrium geometry.

Geometry as XYZ:
```
75
C24H45DyOPS3, DFT the ωB97M-V functional and the def2-TZVPD basis
Dy 0.87 -0.28 0.55
C 0.03 1.41 -2.82
C 1.54 1.24 -2.75
S 2.19 -0.29 -2.00
C 1.41 -1.61 -3.01
C 0.70 -2.71 -2.24
S -0.60 -2.21 -1.06
C -1.78 -1.30 -2.12
C -2.19 0.07 -1.59
S -0.85 1.24 -1.23
H -0.43 0.72 -3.52
H -0.18 2.42 -3.17
H 2.01 2.04 -2.19
H 1.95 1.28 -3.76
H 2.21 -2.05 -3.60
H 0.74 -1.11 -3.71
H 1.40 -3.30 -1.65
H 0.23 -3.40 -2.94
H -2.67 -1.92 -2.19
H -1.34 -1.24 -3.11
H -2.73 -0.01 -0.64
H -2.86 0.55 -2.30
O 0.10 0.60 2.23
P 1.17 1.03 3.32
C 0.36 2.07 4.55
C 1.18 2.31 5.84
C 1.00 1.23 6.91
C -0.47 0.93 7.19
C -1.21 0.54 5.91
C -1.09 1.62 4.84
C 1.79 -0.56 3.99
C 3.21 -0.54 4.61
C 4.35 -0.78 3.62
C 4.12 -2.02 2.75
C 2.76 -1.97 2.04
C 1.62 -1.79 3.05
C 2.48 1.84 2.30
C 1.96 2.55 1.03
C 1.33 3.91 1.31
C 2.37 4.80 2.00
C 2.88 4.17 3.29
C 3.45 2.77 3.06
H 0.30 3.01 3.99
H 0.82 3.26 6.25
H 2.24 2.47 5.62
H 1.50 1.57 7.82
H 1.52 0.31 6.63
H -0.94 1.83 7.61
H -0.56 0.15 7.93
H -2.26 0.37 6.12
H -0.83 -0.42 5.54
H -1.60 2.52 5.21
H -1.60 1.34 3.93
H 1.08 -0.71 4.81
H 3.23 -1.33 5.36
H 3.38 0.39 5.17
H 5.28 -0.91 4.18
H 4.52 0.09 2.98
H 4.11 -2.91 3.38
H 4.92 -2.15 2.03
H 2.61 -2.89 1.46
H 2.84 -1.13 1.32
H 1.64 -2.67 3.69
H 0.62 -1.82 2.61
H 3.08 0.97 1.98
H 1.22 1.95 0.47
H 2.82 2.69 0.36
H 0.44 3.79 1.95
H 0.99 4.37 0.38
H 1.93 5.78 2.20
H 3.21 4.97 1.32
H 2.08 4.15 4.03
H 3.67 4.79 3.72
H 3.77 2.31 4.00
H 4.36 2.85 2.45
```

Properties
E_HOMO (alpha / beta) = -18.25 / -18.25 eV
Expectation value of S² = 9.350
M = 639.3 g/mol
Total charge = +3
2S+1 = 6
Gap between HOMO and LUMO (alpha / beta) = 8.552 / 8.077 eV

[2]
The following is a DFT calculation (the ωB97M-V functional and the def2-TZVPD basis) of 2 unconnected molecules or ions with the total composition C24H45F2O5S in a non-equilibrium geometry.

Geometry as XYZ:
```
77
C24H45F2O5S, DFT the ωB97M-V functional and the def2-TZVPD basis
C -4.02 5.38 -1.74
C -3.77 4.04 -2.48
C -4.86 3.00 -2.17
C -4.33 1.57 -2.22
C -3.59 1.15 -0.95
C -3.55 -0.37 -0.81
C -3.16 -0.83 0.60
C -2.12 -1.97 0.64
C -0.77 -1.51 1.21
C 0.04 -2.67 1.78
C 1.31 -2.30 2.55
C 2.11 -1.10 2.00
C 1.66 0.25 2.62
C 2.73 1.34 2.78
C 3.66 1.38 1.54
C 5.11 0.90 1.68
C 5.80 0.95 0.28
C 6.53 -0.35 -0.07
C 6.62 -0.62 -1.60
C 8.07 -0.78 -2.06
C 8.52 -2.26 -2.01
S 3.57 0.92 4.27
O 4.67 1.79 4.59
O 2.61 0.84 5.34
F 4.17 -0.64 4.26
H -3.21 5.55 -1.04
H -4.05 6.20 -2.45
H -4.96 5.37 -1.21
H -2.79 3.64 -2.26
H -3.81 4.25 -3.55
H -5.65 3.08 -2.92
H -5.30 3.23 -1.21
H -5.17 0.89 -2.36
H -3.65 1.45 -3.06
H -4.08 1.58 -0.07
H -2.56 1.49 -0.96
H -2.87 -0.79 -1.55
H -4.54 -0.73 -1.07
H -2.88 0.01 1.23
H -4.07 -1.24 1.04
H -2.49 -2.76 1.28
H -1.99 -2.34 -0.37
H -0.92 -0.72 1.93
H -0.21 -1.07 0.38
H 0.25 -3.37 0.97
H -0.63 -3.20 2.45
H 1.06 -2.16 3.60
H 1.96 -3.17 2.51
H 1.87 -1.06 0.94
H 3.17 -1.27 2.06
H 1.15 0.07 3.56
H 0.92 0.68 1.95
H 3.74 2.43 1.25
H 3.23 0.87 0.68
H 5.66 1.58 2.31
H 5.18 -0.12 2.02
H 6.49 1.80 0.27
H 5.05 1.19 -0.47
H 6.01 -1.19 0.37
H 7.53 -0.29 0.36
H 6.07 -1.53 -1.81
H 6.17 0.23 -2.10
H 8.73 -0.18 -1.45
H 8.14 -0.47 -3.10
H 7.84 -2.86 -1.42
H 8.51 -2.68 -3.01
H 9.52 -2.35 -1.60
C -7.94 -1.62 -0.25
C -8.87 -1.73 -1.43
O -7.98 -1.70 -2.53
C -6.79 -2.21 -2.09
O -5.91 -2.56 -2.80
O -6.76 -2.26 -0.74
F -9.72 -0.68 -1.51
H -7.72 -0.58 -0.01
H -8.31 -2.12 0.64
H -9.45 -2.66 -1.46
```

Properties
E_HOMO = -3.31 eV
M = 483.7 g/mol
Total charge = -1
Gap between HOMO and LUMO = 5.088 eV

[3]
The following is a DFT calculation (the ωB97M-V functional and the def2-TZVPD basis) of 8 unconnected molecules or ions with the total composition C24H46Br2O21 in a non-equilibrium geometry.

Geometry as XYZ:
```
93
C24H46Br2O21, DFT the ωB97M-V functional and the def2-TZVPD basis
C -2.50 -2.99 -3.83
C -3.62 -2.16 -3.16
C -3.13 -1.42 -1.84
O -2.86 -0.11 -2.33
C -3.62 0.07 -3.47
O -3.90 1.16 -3.97
O -4.17 -1.11 -3.88
H -1.77 -2.25 -4.18
H -2.81 -3.65 -4.64
H -2.04 -3.55 -3.01
H -4.28 -2.99 -2.93
H -2.21 -1.86 -1.46
H -3.92 -1.47 -1.10
C -0.87 -7.27 -2.19
O -1.35 -6.34 -1.21
C -0.77 -5.06 -1.04
O 0.20 -4.73 -1.65
O -1.51 -4.44 -0.24
C -0.95 -3.30 0.47
H -1.65 -7.99 -2.43
H 0.03 -7.76 -1.83
H -0.63 -6.80 -3.14
H -0.17 -3.62 1.16
H -1.83 -2.96 1.01
H -0.59 -2.66 -0.35
C 4.80 1.01 0.98
O 5.67 1.04 2.14
C 5.24 0.37 3.22
O 4.21 -0.38 3.21
O 6.09 0.49 4.20
C 5.76 -0.09 5.45
H 3.75 1.27 1.12
H 4.80 -0.01 0.58
H 5.15 1.76 0.27
H 5.14 0.57 6.06
H 6.60 -0.35 6.09
H 5.17 -1.01 5.37
C -4.95 5.62 2.20
O -3.69 5.39 1.53
C -3.50 4.37 0.71
O -4.42 3.65 0.35
O -2.34 4.39 0.14
C -2.05 3.48 -0.95
H -5.75 5.12 1.65
H -5.38 6.61 2.29
H -5.11 5.21 3.20
H -2.52 4.00 -1.78
H -2.46 2.48 -0.83
H -0.96 3.39 -0.96
C 1.22 5.62 -1.14
O 2.23 4.98 -1.82
C 2.56 3.71 -1.59
O 1.94 2.96 -0.84
O 3.56 3.38 -2.39
C 4.05 1.99 -2.53
H 1.36 5.58 -0.06
H 0.37 4.96 -1.31
H 1.08 6.60 -1.59
H 4.19 1.67 -1.50
H 4.88 1.92 -3.23
H 3.20 1.47 -2.97
C -4.05 1.63 2.44
O -4.45 0.62 3.37
C -3.88 -0.58 3.34
O -3.19 -1.00 2.44
O -4.07 -1.18 4.54
C -3.04 -2.05 5.04
H -4.51 2.59 2.70
H -4.36 1.45 1.41
H -2.97 1.73 2.47
H -2.11 -1.54 4.76
H -3.05 -3.05 4.59
H -2.98 -2.03 6.13
C 1.49 -2.00 -3.62
O 1.74 -1.76 -2.28
C 2.99 -1.38 -1.73
O 3.12 -1.05 -0.58
O 3.95 -1.49 -2.61
C 5.32 -1.29 -2.29
H 1.51 -3.07 -3.83
H 2.18 -1.39 -4.20
H 0.50 -1.72 -3.97
H 5.69 -1.58 -1.31
H 5.43 -0.23 -2.53
H 5.85 -1.87 -3.05
Br -0.66 0.12 -0.06
C 0.72 0.89 1.15
C 0.34 0.49 2.60
Br 0.84 -1.43 2.91
H 0.70 1.97 0.98
H 1.71 0.51 0.89
H -0.67 0.71 2.95
H 0.90 1.07 3.33
```

Properties
E_HOMO = -9.54 eV
M = 830.4 g/mol
Total charge = 0
Energy above the lowest of the compared OMol25 structures with the same formula, charge and spin = 17.1 kcal/mol
Gap between HOMO and LUMO = 10.001 eV